No. 1
C14H16F5PdS4 as an isolated structure, computed with ωB97M-V/def2-TZVPD.

ORCA input file:
```
! wB97M-V def2-TZVPD RIJCOSX def2/J DEFGRID3
* xyz -1 1
Pd 0.00 0.00 0.37
C -1.66 -1.29 -2.16
C -1.26 -2.62 -1.51
S -0.02 -2.54 -0.18
C 1.54 -2.64 -1.10
C 1.96 -1.43 -1.93
S 2.20 0.07 -0.93
C 1.66 1.29 -2.16
C 1.26 2.62 -1.51
S 0.02 2.54 -0.18
C -1.54 2.64 -1.10
C -1.96 1.43 -1.93
S -2.20 -0.07 -0.93
H -2.46 -1.49 -2.87
H -0.82 -0.85 -2.68
H -0.91 -3.31 -2.28
H -2.13 -3.08 -1.04
H 1.52 -3.52 -1.75
H 2.27 -2.83 -0.31
H 1.21 -1.21 -2.68
H 2.89 -1.68 -2.45
H 0.82 0.85 -2.68
H 2.46 1.49 -2.87
H 0.91 3.31 -2.28
H 2.13 3.08 -1.04
H -1.52 3.52 -1.75
H -2.27 2.83 -0.31
H -1.21 1.21 -2.68
H -2.89 1.68 -2.45
F 1.84 -1.52 2.75
C 0.88 -0.73 3.35
C 0.00 0.00 2.60
C -0.88 0.73 3.35
F -1.84 1.52 2.75
C -0.91 0.76 4.74
F -1.81 1.50 5.43
C 0.00 0.00 5.44
F 0.00 0.00 6.79
C 0.91 -0.76 4.74
F 1.81 -1.50 5.43
*
```

Values from the calculation:
energy above the lowest of the compared OMol25 structures with the same formula, charge and spin = 29.7 kcal/mol
HOMO energy = -2.06 eV
electronic energy = -75185.31158 eV
Kohn-Sham gap = 0.1678 hartree

No. 2
The molecule C14H16N2OS, computed with ωB97M-V/def2-TZVPD.

ORCA input file:
```
! wB97M-V def2-TZVPD RIJCOSX def2/J DEFGRID3
* xyz 0 1
C -1.89 0.04 -2.37
H -0.94 -0.12 -2.86
H -2.62 0.35 -3.11
H -1.77 0.84 -1.64
C -2.36 -1.24 -1.69
C -1.42 -1.72 -0.61
C -1.81 -2.66 0.29
C -0.91 -3.15 1.30
O -1.11 -3.98 2.15
N 0.36 -2.53 1.22
C 0.65 -1.59 0.29
N -0.17 -1.18 -0.61
S 2.28 -0.94 0.36
C 2.17 0.39 -0.87
C 1.29 1.53 -0.46
C 0.61 2.24 -1.44
C -0.20 3.31 -1.09
C -0.35 3.69 0.24
C 0.35 2.98 1.21
C 1.15 1.91 0.86
H 1.69 1.37 1.64
H 0.25 3.26 2.25
C -1.23 4.84 0.63
H -0.69 5.54 1.27
H -2.09 4.47 1.18
H -1.59 5.37 -0.25
H -0.72 3.86 -1.86
H 0.71 1.96 -2.47
H 3.20 0.72 -1.00
H 1.82 -0.07 -1.80
H 1.05 -2.82 1.90
H -2.80 -3.07 0.28
H -3.35 -1.09 -1.24
H -2.45 -2.03 -2.43
*
```

Values from the calculation:
energy above the lowest of the compared OMol25 structures with the same formula, charge and spin = 2.2 kcal/mol
HOMO energy = -8.67 eV
electronic energy = -30641.61669 eV
SMILES string = CCc1cc(=O)[nH]c(SCc2ccc(C)cc2)n1
Kohn-Sham gap = 0.3405 hartree

No. 3
The molecule C14H16N6O3 in a non-equilibrium geometry, computed with ωB97M-V/def2-TZVPD.

ORCA input file:
```
! wB97M-V def2-TZVPD RIJCOSX def2/J DEFGRID3
* xyz 0 1
N -3.57 -1.17 -2.68
O 2.33 0.44 0.15
O 2.39 -4.18 1.29
N -1.57 -0.86 -1.20
N -1.84 1.49 -1.14
N -2.63 -0.99 -1.95
O 0.76 -2.60 1.83
C 1.25 -0.01 -0.26
C 1.77 -3.14 1.09
C -1.06 0.44 -1.05
C -0.63 4.89 -0.18
C 0.69 4.52 0.13
C -1.53 3.91 -0.66
C 1.11 3.17 0.00
C -1.09 2.60 -0.79
C 0.20 2.18 -0.45
N 0.23 0.82 -0.64
N 1.18 -1.36 -0.52
C 2.23 -2.31 -0.13
C -2.16 -2.54 1.48
C 0.37 -3.30 3.05
C -2.14 -3.56 2.60
C -0.78 -4.28 2.82
H -1.02 5.89 -0.08
H 1.36 5.30 0.52
H -2.55 4.16 -0.96
H 2.08 2.87 0.33
H 0.25 -1.75 -0.47
H 2.42 -3.01 -0.95
H 3.15 -1.76 0.05
H -1.60 -1.63 1.75
H -1.71 -3.01 0.61
H -3.17 -2.26 1.21
H 1.24 -3.79 3.50
H 0.05 -2.52 3.77
H -2.83 -4.33 2.34
H -2.48 -3.02 3.50
H -0.55 -4.96 1.98
H -0.89 -4.94 3.70
*
```

Values from the calculation:
energy above the lowest of the compared OMol25 structures with the same formula, charge and spin = 0.0 kcal/mol
HOMO energy = -8.69 eV
electronic energy = -29858.97672 eV
Kohn-Sham gap = 0.3083 hartree

No. 4
A 2-piece molecular cluster, C14H16O overall in a non-equilibrium geometry, computed with ωB97M-V/def2-TZVPD.

ORCA input file:
```
! wB97M-V def2-TZVPD RIJCOSX def2/J DEFGRID3
* xyz 0 1
C 3.42 -1.35 3.96
C 1.37 -0.21 0.37
C 2.77 -0.40 0.38
C 0.82 0.07 1.63
C 3.48 -0.61 1.56
C 1.37 -0.34 2.84
C 2.72 -0.76 2.70
H 0.98 -0.11 -0.62
H 3.15 -0.54 -0.63
H -0.16 0.51 1.66
H 4.56 -0.59 1.65
H 1.04 -0.26 3.86
H 2.72 -1.94 4.56
H 3.79 -0.48 4.49
H 4.28 -1.87 3.57
C -0.88 0.63 -4.33
C -1.30 0.53 -2.89
C -1.71 -0.71 -2.39
C -1.61 1.69 -2.14
C -2.32 -0.75 -1.12
C -2.10 1.67 -0.84
C -2.67 0.44 -0.47
O -3.35 0.32 0.71
H -0.09 -0.14 -4.45
H -0.38 1.56 -4.61
H -1.50 -1.68 -2.81
H -1.06 2.57 -2.47
H -2.61 -1.72 -0.74
H -2.43 2.58 -0.32
H -3.79 -0.53 0.63
H -1.76 0.43 -4.92
*
```

Values from the calculation:
energy above the lowest of the compared OMol25 structures with the same formula, charge and spin = 40.6 kcal/mol
HOMO energy = -8.37 eV
electronic energy = -16823.47261 eV
SMILES string = Cc1ccc(O)cc1.Cc1ccccc1
Kohn-Sham gap = 0.3385 hartree

No. 5
A 2-piece molecular cluster, C14H16O overall in a non-equilibrium geometry, computed with ωB97M-V/def2-TZVPD.

ORCA input file:
```
! wB97M-V def2-TZVPD RIJCOSX def2/J DEFGRID3
* xyz 0 1
C 0.80 2.11 2.11
C 1.53 2.05 -0.34
C 0.53 2.04 0.65
C 1.15 2.06 -1.69
C -0.20 2.18 -2.01
C -0.82 2.00 0.28
C -1.18 2.10 -1.05
H 2.56 2.30 -0.14
H 1.99 1.86 -2.35
H 0.00 2.36 2.80
H 1.79 2.59 2.20
H -0.51 2.07 -3.05
H -1.58 1.90 1.04
H -2.21 1.96 -1.38
H 1.12 1.14 2.56
C 0.54 -1.77 2.89
C 0.66 -2.72 0.63
C -0.02 -1.87 1.49
C 0.44 -2.66 -0.77
C -1.15 -1.15 1.06
C -0.48 -1.70 -1.18
C -1.33 -1.04 -0.30
O -0.70 -1.57 -2.53
H 1.21 -3.57 1.01
H 1.10 -3.27 -1.35
H 0.83 -2.70 3.39
H 0.05 -1.21 3.69
H -1.72 -0.65 1.84
H -2.12 -0.41 -0.70
H -1.09 -0.71 -2.74
H 1.43 -1.16 2.68
*
```

Values from the calculation:
energy above the lowest of the compared OMol25 structures with the same formula, charge and spin = 34.4 kcal/mol
HOMO energy = -8.18 eV
electronic energy = -16823.74292 eV
SMILES string = Cc1ccc(O)cc1.Cc1ccccc1
Kohn-Sham gap = 0.3324 hartree

No. 6
A 2-piece molecular cluster, C14H16O overall in a non-equilibrium geometry, computed with ωB97M-V/def2-TZVPD.

ORCA input file:
```
! wB97M-V def2-TZVPD RIJCOSX def2/J DEFGRID3
* xyz 0 1
C -1.47 -2.20 -4.06
C 0.12 -1.61 -2.19
C -0.82 -2.48 -2.74
C 0.67 -1.91 -0.95
C -1.09 -3.66 -2.06
C 0.27 -3.00 -0.19
C -0.55 -3.96 -0.82
H 0.35 -0.62 -2.55
H 1.53 -1.37 -0.58
H -1.42 -3.06 -4.73
H -0.96 -1.46 -4.67
H -1.66 -4.42 -2.57
H 0.32 -3.02 0.89
H -0.75 -4.87 -0.29
H -2.51 -1.88 -4.03
C -0.50 5.00 1.30
C 0.54 1.39 0.62
C 0.07 2.69 0.40
C 0.91 0.97 1.88
C -0.07 3.57 1.46
C 0.88 1.88 2.95
C 0.43 3.17 2.70
O 1.03 -0.36 2.20
H 0.42 0.62 -0.13
H -0.09 3.00 -0.62
H 1.40 -0.89 1.47
H 1.44 1.73 3.86
H 0.15 5.56 0.63
H -0.58 5.51 2.25
H 0.41 3.84 3.55
H -1.48 5.12 0.80
*
```

Values from the calculation:
energy above the lowest of the compared OMol25 structures with the same formula, charge and spin = 24.7 kcal/mol
HOMO energy = -8.38 eV
electronic energy = -16824.16519 eV
SMILES string = Cc1ccc(O)cc1.Cc1ccccc1
Kohn-Sham gap = 0.3388 hartree